1.
C20H21AsN7O9S3V as an isolated structure in a non-equilibrium geometry, computed with ωB97M-V/def2-TZVPD.

CARTESIAN COORDINATES (ANGSTROEM)
V 0.11327 -0.31466 -0.06383
C -0.09694 -2.12930 3.89158
C 0.53170 -1.84416 2.55243
O 0.08138 -0.99429 1.78755
N 1.62595 -2.58619 2.25439
C 2.42059 -2.31686 1.06798
C 1.74626 -2.79764 -0.19671
C 2.19361 -3.97180 -0.77100
C 1.61546 -4.46041 -1.93576
C 0.56063 -3.72075 -2.46658
C 0.16859 -2.56244 -1.84209
N 0.73542 -2.05653 -0.72608
H -0.85417 -1.36999 4.08346
H 0.66550 -2.09875 4.66649
H -0.56981 -3.11176 3.88201
H 1.87256 -3.36230 2.84611
H 3.39323 -2.80158 1.18527
H 2.56537 -1.23204 1.00402
H 3.00949 -4.50565 -0.30460
H 1.95603 -5.37659 -2.39064
H 0.04734 -4.04862 -3.35789
H -0.66168 -1.99846 -2.24346
N -2.64399 -2.21578 1.21990
C -2.83990 -1.13913 0.38321
N -1.85643 -0.68250 -0.38509
C -2.35169 0.06549 -1.42334
C -3.69464 -0.00123 -1.62353
S -4.43457 -1.05440 -0.45707
C -1.38363 0.75157 -2.24170
C -1.59656 1.61398 -3.27109
S -0.09753 2.06854 -4.00698
C 0.72874 1.04158 -2.84288
N -0.06351 0.45906 -1.99139
N 2.08710 0.98170 -2.88200
H -1.75521 -2.11907 1.70078
H -3.39266 -2.30738 1.89548
H -4.29067 0.51485 -2.34832
H -2.51268 2.04088 -3.61835
H 2.49684 1.26098 -3.76431
H 2.58929 -0.09601 -1.39885
O 0.68396 2.98605 2.85545
As -0.57295 1.72572 2.83347
O -1.86310 2.63518 3.03513
O -0.44690 1.43693 0.59195
C -0.08902 2.60281 0.11580
C -1.06282 3.60025 -0.08030
C -0.71233 4.84195 -0.55822
C 0.61040 5.13678 -0.85866
C 1.58037 4.16958 -0.65943
C 1.24745 2.91973 -0.17137
S 2.65822 1.79836 0.20554
O 2.71142 -0.18655 -2.41490
O 2.87686 1.96208 1.66019
O 2.07054 0.37843 -0.04233
H 1.53882 2.63366 2.56218
H -2.07884 3.36142 0.20058
H -1.47452 5.59797 -0.67963
H 0.88093 6.12141 -1.21230
H 2.62249 4.39118 -0.85317
O -2.60406 -0.34554 3.39101
N -3.33244 0.39660 2.73254
O -3.35254 0.31367 1.47936

Output
- total charge = -1
- gap between HOMO and LUMO (spin up / spin down) (eV) = 5.6 / 6.4
- largest force on an atom (eV/Å) = 2.2
- spin multiplicity = 4
- E_tot (eV) = -168971.34545



2.
C20H21AuClN4O2PS as an isolated structure in a non-equilibrium geometry, computed with ωB97M-V/def2-TZVPD.

CARTESIAN COORDINATES (ANGSTROEM)
Au -0.58576 -0.16672 -0.31556
Cl -1.82356 1.70685 -1.65419
C -0.96792 3.18703 -1.36629
C -1.43142 4.32478 -2.00709
C -0.78281 5.52943 -1.79657
C 0.31723 5.58955 -0.95621
C 0.77339 4.44827 -0.32645
C 0.13027 3.22515 -0.52042
P 0.88330 1.75925 0.31284
C 0.95348 2.25548 2.03682
C 2.01769 1.84187 2.84263
C 2.09977 2.28771 4.14963
C 1.09210 3.08890 4.67290
C 0.01546 3.47122 3.88205
C -0.06958 3.05096 2.56752
C 2.53237 1.77176 -0.42783
C 3.57233 2.49588 0.15138
C 4.81864 2.50183 -0.45111
C 5.03196 1.79299 -1.62409
C 3.99305 1.08307 -2.20724
C 2.74193 1.07243 -1.61568
H -2.28504 4.27045 -2.66335
H -1.13851 6.41758 -2.29403
H 0.82673 6.52517 -0.79214
H 1.63143 4.50048 0.32853
H 2.75883 1.15573 2.45359
H 2.93985 1.99361 4.76058
H 1.14374 3.40686 5.70286
H -0.75760 4.10511 4.29074
H -0.91335 3.34812 1.95810
H 3.41561 3.06424 1.05638
H 5.62246 3.06158 0.00054
H 6.01065 1.78993 -2.07616
H 4.16877 0.52905 -3.11587
H 1.93214 0.50589 -2.05446
N -0.27916 -2.38904 0.87434
N 0.90837 -2.41360 1.58096
C 1.71725 -1.24982 1.67255
O 2.56711 -1.21341 2.52528
O 1.43745 -0.35046 0.81440
H -1.07790 -2.67297 1.43912
H -0.22894 -2.93636 0.01089
H 0.98966 -3.02447 2.38853
N -4.03106 -1.48693 -2.74215
C -3.18905 -2.44536 -2.38797
N -3.57427 -3.71116 -2.38192
S -1.57080 -2.09927 -1.94311
H -4.96401 -1.70549 -3.06273
H -3.71767 -0.53496 -2.83772
H -4.48541 -3.99370 -2.71421
H -2.92766 -4.44457 -2.13433

Output
- energy relative to the best compared isomer or geometry (same formula, charge and spin) (kJ/mol) = 146.6
- total charge = +2
- gap between HOMO and LUMO (spin up / spin down) (eV) = 8.1 / 4.2
- largest force on an atom (eV/Å) = 1.5
- spin multiplicity = 3
- E_tot (eV) = -67458.05535



3.
C20H21BeCl2N3O4 as an isolated structure in a non-equilibrium geometry, computed with ωB97M-V/def2-TZVPD.

CARTESIAN COORDINATES (ANGSTROEM)
Be -17.89505 1.88949 -1.59733
N -20.63085 3.99678 -1.95821
C -19.64261 4.98589 -1.68935
C -18.88067 4.45528 -0.40239
O -18.78171 5.21356 0.56325
N -18.23706 3.20180 -0.46114
C -17.85538 2.75939 0.83160
C -17.09444 1.50300 0.62651
O -16.53950 0.90756 1.60498
O -16.99698 1.11730 -0.57841
H -21.61488 4.21238 -2.01506
H -20.33112 2.99229 -2.03619
H -19.94726 6.06478 -1.52988
H -18.91378 4.82424 -2.51111
H -18.62516 2.71863 1.64886
H -17.28976 3.52977 1.40396
C -11.43609 4.29733 -6.10418
C -12.49544 3.80383 -5.10448
C -13.85863 3.97799 -5.39906
C -14.87415 3.52666 -4.59269
C -16.23366 3.65963 -5.13567
C -14.48907 2.85731 -3.40170
C -15.50891 2.38548 -2.58026
O -16.78611 2.51519 -2.73133
C -13.09379 2.84111 -2.99304
C -12.62525 2.43266 -1.57098
C -12.12497 3.32080 -3.84553
H -11.23156 5.36172 -6.01896
H -11.81359 4.09368 -7.11828
H -10.47833 3.71931 -6.02219
H -14.03816 4.64774 -6.22411
H -16.22448 4.11638 -6.11665
H -16.78084 4.32941 -4.50548
H -16.77903 2.72149 -5.11081
H -15.24100 1.72221 -1.76125
H -13.37436 1.84425 -0.97978
H -12.45003 3.36263 -0.91444
H -11.70752 1.86964 -1.72537
H -10.99613 3.27067 -3.66298
Cl -20.79601 -0.79200 -1.03108
C -20.39198 -0.60663 -2.66324
C -20.80552 -1.59917 -3.52390
C -20.95489 -1.36981 -4.89415
C -20.82861 -0.05201 -5.40422
C -20.29660 0.96090 -4.53790
Cl -20.09335 2.52703 -5.21646
C -19.91000 0.74092 -3.12917
N -19.24395 1.45630 -2.34452
H -21.05446 -2.54592 -3.04931
H -21.45848 -2.09638 -5.45969
H -21.17424 0.16761 -6.45431

Output
- total charge = -2
- gap between HOMO and LUMO (eV) = 3.4
- largest force on an atom (eV/Å) = 5.6
- E_tot (eV) = -59188.93208